(1)
Density functional theory data (ωB97M-V/def2-TZVPD) for 11 unconnected molecules or ions with the total composition C6H35N2O10.

Frontier orbital gap   8.132 eV
Net charge   +1
Molar mass   295.35 g/mol
Energy   -30238.977 eV
HOMO energy   -0.3915 hartree
Energy relative to the best compared isomer or geometry (same formula, charge and spin)   26.73 kcal/mol

Positions of all 53 atoms, in Å:
C  2.601  1.760  -1.282
C  1.204  1.374  -0.771
C  0.541  2.376  0.137
C  -0.926  2.103  0.338
C  -1.715  1.775  -0.728
C  -0.774  2.438  2.770
N  -1.531  2.019  1.576
N  1.218  0.116  0.034
H  2.493  2.092  -2.328
H  3.189  2.456  -0.728
H  3.200  0.841  -1.322
H  0.580  1.216  -1.665
H  1.158  2.523  1.023
H  0.779  3.397  -0.251
H  -2.753  1.770  -0.559
H  -1.273  1.855  -1.725
H  -0.476  3.477  2.768
H  0.103  1.772  2.806
H  -1.467  2.205  3.596
H  -2.514  2.057  1.696
H  1.619  -0.760  -0.286
H  0.332  -0.287  0.384
H  1.727  0.374  0.912
H  -0.289  -2.079  1.688
H  0.955  -1.763  2.564
O  0.406  -1.433  1.831
H  0.977  -1.770  -2.397
H  2.278  -2.425  -2.758
O  1.924  -1.590  -2.424
H  -2.463  -2.854  2.189
H  -1.839  -3.379  3.502
O  -1.666  -2.806  2.755
H  -3.527  -1.148  -2.435
H  -2.104  -0.650  -2.534
O  -2.688  -1.153  -1.944
H  -2.131  -3.178  -1.855
H  -1.817  -4.665  -2.205
O  -1.415  -3.850  -1.897
H  -2.639  -0.984  0.408
H  -4.078  -1.742  0.632
O  -3.123  -1.756  0.695
H  3.343  1.853  2.310
H  3.199  0.625  3.243
O  3.226  0.878  2.316
H  1.789  4.235  2.093
H  3.024  4.530  1.208
O  2.157  4.886  1.475
H  0.277  -4.429  -1.103
H  1.641  -4.655  -0.251
O  1.140  -4.108  -0.845
H  0.013  -0.414  -4.179
H  -0.529  1.092  -3.872
O  -0.722  0.133  -3.832

***

(2)
Density functional theory data (ωB97M-V/def2-TZVPD) for 11 unconnected molecules or ions with the total composition C6H35NO10.

SMILES   CNCCC(C)C.O.O.O.O.O.O.O.O.O.O
Frontier orbital gap   9.686 eV
Net charge   0
Molar mass   281.34 g/mol
Energy   -28753.032 eV
HOMO energy   -0.3485 hartree
Energy relative to the best compared isomer or geometry (same formula, charge and spin)   102.62 kcal/mol

Positions of all 52 atoms, in Å:
C  -0.017  -1.731  1.549
N  0.681  -0.560  0.934
C  -0.383  0.478  0.591
C  -1.563  0.011  -0.229
C  -2.264  1.268  -0.816
C  -1.456  2.277  -1.696
C  -2.964  1.936  0.380
H  -0.780  -2.414  1.100
H  -0.236  -1.511  2.611
H  0.664  -2.529  1.771
H  1.082  -0.729  0.025
H  0.224  1.311  0.270
H  -0.701  0.753  1.620
H  -0.980  -0.578  -0.958
H  -2.217  -0.699  0.246
H  -3.038  0.842  -1.437
H  -0.610  1.785  -2.126
H  -1.539  3.270  -1.214
H  -2.073  2.366  -2.599
H  -3.691  1.319  0.918
H  -3.639  2.691  -0.154
H  -2.421  2.604  1.016
O  2.093  0.220  -1.669
H  1.387  0.864  -1.544
H  2.826  0.592  -1.156
O  3.731  2.330  -0.882
H  3.297  2.385  -0.012
H  3.744  3.302  -0.904
O  1.222  2.849  3.138
H  0.370  2.795  3.585
H  1.431  1.905  2.963
O  -0.744  -3.286  -2.683
H  0.067  -3.646  -3.073
H  -0.337  -2.445  -2.420
O  -1.938  -3.592  -0.049
H  -2.777  -4.030  -0.259
H  -1.412  -3.852  -0.813
O  -3.150  -1.680  2.298
H  -2.548  -1.935  3.020
H  -2.707  -1.870  1.468
O  2.422  0.095  2.897
H  1.809  -0.360  2.271
H  3.286  0.051  2.478
O  2.493  -3.050  -1.013
H  2.431  -2.439  -1.774
H  1.850  -3.688  -1.361
O  2.027  3.667  0.632
H  1.670  3.224  1.427
H  2.064  4.554  1.036
O  1.049  -2.039  -3.030
H  0.907  -1.750  -3.931
H  1.362  -1.332  -2.443

***

(3)
Density functional theory data (ωB97M-V/def2-TZVPD) for 11 unconnected molecules or ions with the total composition C6H35NO10.

SMILES   CN[C@@H](C)C(C)C.O.O.O.O.O.O.O.O.O.O
Frontier orbital gap   8.498 eV
Net charge   0
Molar mass   281.34 g/mol
Energy   -28753.642 eV
HOMO energy   -0.3324 hartree
Energy relative to the best compared isomer or geometry (same formula, charge and spin)   88.57 kcal/mol

Positions of all 52 atoms, in Å:
C  -0.208  3.119  -0.096
N  -0.284  2.159  1.016
C  1.002  1.627  1.406
C  2.121  2.592  1.745
C  0.798  0.463  2.469
C  2.016  -0.440  2.587
C  0.139  1.110  3.709
H  -0.007  4.123  0.286
H  -1.104  3.056  -0.718
H  0.493  2.830  -0.878
H  -0.697  2.648  1.796
H  1.413  1.028  0.598
H  3.092  2.150  1.956
H  2.450  3.202  0.887
H  1.852  3.370  2.465
H  -0.042  -0.118  2.080
H  3.034  -0.169  2.308
H  1.943  -0.837  3.609
H  1.877  -1.337  1.980
H  0.876  1.694  4.265
H  -0.242  0.349  4.394
H  -0.754  1.640  3.397
O  0.782  -1.026  -0.141
H  0.914  -0.079  -0.201
H  1.482  -1.405  -0.700
O  -2.936  -0.246  -0.692
H  -3.043  -1.052  -1.197
H  -2.015  -0.187  -0.428
O  -1.041  -2.850  -1.283
H  -0.728  -1.999  -0.945
H  -0.549  -3.664  -1.262
O  -2.068  -0.739  1.768
H  -1.582  0.086  1.675
H  -3.022  -0.688  1.709
O  -2.238  -3.370  1.751
H  -2.067  -3.082  0.853
H  -1.869  -2.703  2.332
O  -1.193  0.059  -3.395
H  -1.211  -0.901  -3.215
H  -0.757  0.035  -4.257
O  -0.777  -2.637  -3.905
H  -1.596  -2.966  -3.522
H  -0.155  -3.327  -3.662
O  1.712  0.534  -3.362
H  1.040  -0.096  -3.109
H  2.584  0.234  -3.599
O  -2.539  2.314  -2.169
H  -3.193  1.630  -2.369
H  -1.838  1.760  -2.561
O  2.728  -2.253  -1.908
H  2.085  -2.924  -2.161
H  3.322  -2.716  -1.304

***

(4)
Density functional theory data (ωB97M-V/def2-TZVPD) for 11 unconnected molecules or ions with the total composition C6H35NO10S.

SMILES   CN(C)CCCCS.O.O.O.O.O.O.O.O.O.O
Frontier orbital gap   9.033 eV
Net charge   0
Molar mass   313.41 g/mol
Energy   -39586.975 eV
HOMO energy   -0.3300 hartree
Energy relative to the best compared isomer or geometry (same formula, charge and spin)   121.23 kcal/mol

Positions of all 53 atoms, in Å:
C  -3.458  -0.562  -0.102
N  -2.226  0.339  -0.061
C  -2.297  1.379  -1.080
C  -0.997  -0.469  -0.211
C  -0.441  -0.838  -1.569
C  -1.082  -1.826  -2.448
C  -1.450  -3.146  -1.931
S  -0.035  -4.238  -1.236
H  -3.196  -1.443  0.578
H  -3.575  -0.843  -1.167
H  -4.393  -0.047  0.401
H  -3.161  2.033  -0.888
H  -1.366  2.055  -0.920
H  -2.168  0.881  -2.071
H  -1.164  -1.453  0.382
H  -0.173  0.178  0.267
H  0.504  -1.276  -1.365
H  -0.235  0.109  -2.094
H  -0.657  -1.844  -3.470
H  -1.989  -1.328  -2.666
H  -2.326  -3.034  -1.191
H  -1.787  -3.814  -2.771
H  -0.072  -4.257  0.052
O  0.373  3.466  2.574
H  0.425  3.691  3.447
H  0.242  2.472  2.569
O  -1.935  2.953  -3.899
H  -2.003  2.127  -4.155
H  -0.994  2.917  -3.441
O  2.385  0.269  2.224
H  1.942  0.994  2.722
H  3.299  0.602  1.987
O  1.526  1.909  -3.480
H  1.502  2.062  -2.443
H  2.328  1.394  -3.619
O  1.536  2.010  -0.254
H  1.268  1.794  0.699
H  2.210  1.269  -0.070
O  -0.890  -1.080  4.250
H  -0.663  -1.582  3.402
H  -1.867  -1.220  4.292
O  2.788  3.168  2.011
H  1.886  3.499  1.758
H  3.205  3.223  1.192
O  -0.553  0.838  2.541
H  -0.520  0.158  3.239
H  -1.292  0.837  1.995
O  1.284  -2.002  3.380
H  1.701  -1.173  2.952
H  1.882  -1.817  4.195
O  3.456  -0.148  -1.367
H  3.132  0.725  -1.455
H  2.821  -0.759  -1.922

***

(5)
Density functional theory data (ωB97M-V/def2-TZVPD) for 11 unconnected molecules or ions with the total composition C6H35NO11.

Expectation value of S²   0.76
Frontier orbital gap (alpha / beta)   10.616 / 4.413 eV
Net charge   +1
Molar mass   297.34 g/mol
Energy   -30789.168 eV
Multiplicity   2
HOMO energy (alpha / beta)   -0.4897 / -0.4897 hartree
Energy relative to the best compared isomer or geometry (same formula, charge and spin)   108.96 kcal/mol

Positions of all 53 atoms, in Å:
C  -2.857  -0.873  1.046
C  -2.559  -0.173  2.459
C  -2.389  0.015  -0.112
N  -0.920  0.255  -0.136
C  -1.442  1.421  -2.335
C  -0.420  0.664  -1.477
C  0.858  1.547  -1.307
O  2.087  0.728  -1.015
H  -2.180  -1.844  1.024
H  -3.941  -1.151  1.083
H  -3.020  0.869  2.547
H  -1.495  -0.059  2.818
H  -3.004  -0.604  3.377
H  -2.898  -0.252  -1.069
H  -3.044  0.954  0.245
H  -0.797  1.205  0.396
H  -1.004  1.680  -3.305
H  -2.222  0.600  -2.586
H  -1.928  2.276  -1.860
H  0.004  -0.143  -2.094
H  0.883  2.243  -0.407
H  1.012  2.248  -2.185
H  1.595  -0.020  -0.541
H  -0.367  -1.773  3.812
H  0.858  -0.594  3.423
O  0.482  -1.578  3.416
H  4.409  -1.747  1.913
H  3.222  -1.106  1.006
O  3.979  -0.872  1.660
H  -1.813  3.824  0.891
H  -2.233  3.294  -0.612
O  -2.220  3.108  0.306
H  2.181  -2.985  -3.598
H  2.575  -1.641  -3.400
O  2.114  -2.362  -3.056
H  -0.671  -2.424  -2.545
H  0.380  -1.999  -3.512
O  -0.537  -2.112  -3.462
H  0.511  0.730  1.922
H  2.011  0.609  1.910
O  1.171  0.846  2.457
H  -0.262  3.259  4.180
H  0.425  2.171  3.187
O  -0.175  3.079  3.236
H  1.189  -1.759  -0.197
H  2.439  -2.043  -1.050
O  2.130  -1.726  -0.136
H  2.348  0.177  -2.526
H  2.662  0.903  -3.907
O  2.586  0.065  -3.512
H  0.305  -2.589  1.973
H  -0.107  -1.761  0.709
O  0.090  -2.582  0.944

***

Which value of molar mass does entry 2 give?
281.34 g/mol

***

What is the energy in the third record?
-28753.642 eV

***

Which value of energy relative to the best compared isomer or geometry (same formula, charge and spin) does entry 3 give?
88.57 kcal/mol

***

Look up the energy of the third one.
-28753.642 eV